Here is C54H34Cl4F16GeIrN8O3S as an isolated structure from OMol25. Energies are from wB97M-V/def2-TZVPD.

As for the HOMO energy (alpha / beta): -0.303 / -0.302 Ha. As for the multiplicity: 2. The frontier orbital gap (alpha / beta) comes out at 7.2780 / 6.5419 eV. Its net charge is 0. As for the energy: -8760.03341 Ha. The expectation value of S² is 0.75. The value obtained for the energy above the lowest of the compared OMol25 structures with the same formula, charge and spin is 0.00 kcal/mol.

Element x y z (Å)
Ir (-0.633581, 0.105747, -0.240548)
C (2.438450, -3.010306, -0.431926)
C (2.418061, -3.609029, 0.822177)
C (1.899071, -2.910142, 1.888686)
C (1.340963, -1.649589, 1.673826)
N (1.296291, -1.115536, 0.447961)
C (1.865410, -1.763647, -0.574085)
N (0.867771, -0.973291, 2.785355)
C (0.155966, 0.089561, 2.736801)
N (-0.408730, 0.771499, 1.670446)
C (-1.109295, 1.853531, 2.123820)
N (-1.727181, 2.766685, 1.463879)
C (-1.695757, 2.884714, 0.098148)
C (-2.239659, 4.070363, -0.413893)
C (-2.149183, 4.372729, -1.749791)
C (-1.494045, 3.485042, -2.599349)
C (-1.019947, 2.314474, -2.072624)
N (-1.140690, 2.003372, -0.764702)
C (-1.036763, 1.872243, 3.599049)
C (-1.586638, 2.732689, 4.527212)
C (-1.315141, 2.474881, 5.866592)
C (-0.516495, 1.397072, 6.246011)
C (0.034163, 0.539229, 5.299804)
C (-0.246108, 0.801489, 3.974566)
H (2.867329, -3.505878, -1.290888)
H (2.804915, -4.607729, 0.965096)
H (1.890571, -3.306674, 2.893446)
H (1.817953, -1.254061, -1.524018)
H (-2.699061, 4.733350, 0.303458)
H (-2.568466, 5.294321, -2.130297)
H (-1.381016, 3.674054, -3.657072)
H (-0.503660, 1.577711, -2.677352)
H (-2.204158, 3.563701, 4.215648)
H (-1.728267, 3.120127, 6.630574)
H (-0.325797, 1.226720, 7.297430)
H (0.653566, -0.301996, 5.579270)
Cl (-4.686562, -0.049567, 2.189976)
C (-4.901367, -0.199848, 0.438520)
Cl (-5.275054, -1.892332, 0.034176)
Cl (-6.218874, 0.852686, -0.073024)
C (-3.607850, 0.147099, -0.369543)
O (-3.698365, 0.422392, -1.538435)
O (-2.561182, 0.087462, 0.375355)
F (-1.017257, 2.223075, -6.008727)
C (0.180333, 2.060129, -5.440502)
C (0.448949, 0.949177, -4.659586)
C (1.739067, 0.830962, -4.165404)
F (2.085256, -0.267298, -3.470437)
C (2.713009, 1.785377, -4.386512)
F (3.941354, 1.640670, -3.894651)
C (2.398523, 2.899050, -5.145191)
F (3.317411, 3.828748, -5.370949)
C (1.130650, 3.036146, -5.681858)
F (0.840587, 4.099225, -6.428641)
Ge (-0.771161, -0.549526, -4.313144)
S (-1.145182, -1.103022, -2.269916)
C (0.141660, -2.021301, -5.276245)
C (0.319407, -1.853996, -6.639841)
F (-0.166794, -0.751372, -7.229306)
C (0.960020, -2.776301, -7.443931)
F (1.101842, -2.570742, -8.749675)
C (1.453144, -3.934056, -6.868120)
F (2.073408, -4.840522, -7.613259)
C (1.297146, -4.140883, -5.511231)
F (1.775510, -5.257921, -4.948619)
C (0.650650, -3.191274, -4.739201)
F (0.552624, -3.473567, -3.428706)
C (-2.556700, -0.314766, -5.093180)
C (-3.223640, -1.287713, -5.815578)
F (-2.604219, -2.427942, -6.163230)
C (-4.544582, -1.147710, -6.202113)
F (-5.154083, -2.103111, -6.903948)
C (-5.238093, -0.005747, -5.847773)
F (-6.506392, 0.139580, -6.211594)
C (-4.609605, 0.982418, -5.111649)
F (-5.276277, 2.079638, -4.763562)
C (-3.290728, 0.805090, -4.745623)
F (-2.711277, 1.765178, -4.011843)
C (-2.551754, -7.596901, 2.166277)
C (-1.853753, -7.879540, 0.826580)
C (-1.028342, -9.157063, 1.030820)
C (-2.913123, -8.202588, -0.235875)
C (-0.993850, -6.625219, 0.411272)
O (-0.208710, -6.165998, 1.505618)
C (-0.104341, -6.773584, -0.848821)
C (1.145371, -7.677187, -0.880684)
C (2.450754, -7.101075, -0.392325)
C (2.925926, -7.355745, 0.891119)
C (4.160271, -6.886478, 1.314537)
C (4.938202, -6.149831, 0.435870)
Cl (6.480651, -5.546437, 0.955341)
C (4.498899, -5.889821, -0.851358)
C (3.260454, -6.367460, -1.254451)
C (-1.997111, -5.495279, 0.080155)
N (-1.640557, -4.157749, 0.510895)
C (-0.979900, -3.215340, -0.145168)
N (-1.123395, -2.062380, 0.488432)
C (-1.902251, -2.373692, 1.563214)
N (-2.230052, -3.637061, 1.615427)
H (-3.172650, -8.454723, 2.429374)
H (-3.197260, -6.719618, 2.143926)
H (-1.830047, -7.443435, 2.967728)
H (-1.655872, -9.902142, 1.522559)
H (-0.156844, -9.008620, 1.674415)
H (-0.697838, -9.589567, 0.089866)
H (-3.449302, -9.105866, 0.059912)
H (-2.466517, -8.396526, -1.212102)
H (-3.656607, -7.413825, -0.349039)
H (0.267537, -6.913486, 1.880060)
H (0.219793, -5.760141, -1.115063)
H (-0.754223, -7.097581, -1.665060)
H (1.288141, -7.946072, -1.930478)
H (0.981466, -8.611950, -0.362657)
H (2.340996, -7.966864, 1.571135)
H (4.522079, -7.093176, 2.312127)
H (5.124798, -5.326184, -1.529647)
H (2.923351, -6.177305, -2.268200)
H (-2.959591, -5.665430, 0.548514)
H (-2.157439, -5.469406, -0.997966)
H (-0.454535, -3.371758, -1.067276)
H (-2.222100, -1.649933, 2.292156)
F (0.989470, 0.736561, -1.191728)

Forces on the atoms, in the same order (eV/Å):
Ir -0.61 -0.04 -0.30
C 0.01 0.03 -0.04
C 0.00 -0.03 -0.01
C 0.00 0.07 0.06
C 0.15 0.15 0.05
N 0.05 -0.38 0.00
C 0.03 0.06 0.02
N -0.15 0.02 0.03
C -0.05 -0.01 0.03
N 0.34 0.22 -0.06
C 0.04 -0.05 0.08
N -0.11 -0.06 -0.02
C 0.06 0.12 -0.04
C 0.00 0.00 0.03
C 0.07 -0.06 -0.03
C 0.15 0.24 0.20
C 0.21 -0.04 0.17
N 0.09 -0.21 -0.23
C 0.02 -0.04 -0.04
C 0.01 0.00 0.02
C 0.00 0.01 -0.01
C 0.00 -0.01 0.00
C 0.01 -0.01 0.02
C -0.03 -0.02 -0.05
H -0.01 0.00 0.00
H 0.04 -0.01 0.00
H 0.00 -0.01 0.01
H -0.03 -0.02 0.01
H 0.00 0.02 -0.01
H 0.00 0.01 -0.01
H -0.01 0.05 0.08
H -0.21 0.33 0.37
H 0.00 0.01 0.00
H -0.01 0.00 0.00
H 0.00 0.00 0.00
H 0.00 0.00 0.00
Cl -0.04 0.01 0.00
C -0.01 0.01 0.00
Cl 0.01 -0.01 0.02
Cl 0.00 -0.04 -0.02
C -0.20 0.28 -0.46
O -0.17 0.09 0.18
O 0.30 -0.39 0.41
F -0.08 0.02 -0.09
C 0.12 -0.04 0.05
C 0.11 -0.09 -0.19
C 0.01 -0.17 0.12
F -0.01 0.22 -0.30
C 0.05 -0.07 0.08
F -0.03 0.01 -0.01
C 0.00 0.00 0.01
F 0.03 0.04 -0.01
C 0.00 -0.02 0.04
F -0.02 0.06 -0.04
Ge 0.08 -0.16 -0.05
S -0.08 -0.19 0.15
C -0.03 0.00 0.00
C 0.00 -0.07 0.05
F -0.02 0.09 -0.03
C -0.01 0.00 0.05
F 0.01 0.02 -0.09
C 0.00 0.00 0.03
F 0.03 -0.04 -0.04
C 0.02 -0.06 0.05
F -0.02 0.06 -0.04
C 0.01 0.02 0.16
F 0.00 0.04 -0.10
C 0.00 0.01 -0.06
C 0.05 0.03 -0.02
F -0.01 0.01 -0.01
C 0.04 -0.04 0.01
F -0.02 -0.03 -0.02
C 0.01 0.01 -0.01
F -0.07 0.01 -0.02
C 0.05 0.00 0.05
F -0.03 0.05 0.01
C -0.01 -0.04 0.02
F -0.34 -0.33 -0.33
C -0.03 0.03 0.00
C 0.07 0.00 -0.01
C 0.05 0.06 0.01
C -0.01 0.00 0.01
C 0.11 -0.15 0.04
O -0.05 0.03 -0.03
C -0.05 -0.02 -0.02
C 0.00 0.03 -0.06
C 0.00 0.04 0.04
C 0.01 -0.05 -0.01
C 0.00 0.02 0.00
C -0.01 0.00 0.01
Cl 0.00 -0.01 0.00
C -0.01 0.00 -0.01
C -0.02 0.04 0.00
C -0.11 0.06 -0.02
N -0.02 -0.05 0.08
C -0.04 0.03 0.00
N -0.02 0.23 -0.11
C 0.16 0.02 0.10
N -0.01 0.08 -0.07
H -0.01 0.00 -0.01
H 0.01 0.00 0.02
H 0.00 -0.01 0.00
H 0.01 0.01 0.00
H 0.03 0.01 0.00
H 0.04 -0.02 -0.06
H 0.00 0.00 0.00
H 0.01 0.00 -0.01
H -0.01 -0.01 -0.01
H 0.05 -0.01 -0.03
H 0.01 -0.02 0.01
H -0.04 0.02 -0.01
H 0.02 -0.01 0.02
H -0.10 -0.15 0.10
H -0.01 0.02 0.00
H 0.00 0.00 0.00
H 0.00 0.01 0.00
H 0.01 0.01 0.01
H 0.03 0.00 -0.01
H -0.02 0.05 0.03
H 0.07 0.02 -0.13
H -0.02 0.01 0.00
F 0.13 0.03 0.25

Mulliken atomic charge list, values in e, 6 entries: 3.08, -0.49, 0.86, -0.56, -0.23, -0.18